DFT (the ωB97M-V functional and the def2-TZVPD basis) results for C43H49BrN5O6SSbTl as an isolated structure.

Kohn-Sham gap: 0.228 Eh
E_LUMO: 0.0317 Eh
charge: -1

Each line ends with the Löwdin charge.
Element x y z (Å)
Tl -0.69859 -1.41602 -1.66136  0.87
O -5.67012 -0.62795 4.58728  0.07
N -4.77812 0.18908 4.45773  -0.34
O -4.40373 0.93989 5.33676  0.08
C -4.13187 0.30324 3.13915  -0.08
C -3.73133 1.53991 2.78749  0.06
C -3.15165 1.77108 1.50476  -0.14
C -2.74640 3.05268 1.09340  -0.01
C -2.18543 3.20405 -0.14354  -0.04
C -2.02960 2.06582 -0.95158  -0.11
N -2.40569 0.85850 -0.59311  0.12
C -2.96931 0.69878 0.61855  -0.15
C -3.38251 -0.63776 1.02291  -0.16
N -3.14883 -1.63759 0.15580  0.10
C -3.46181 -2.86680 0.50170  -0.10
C -4.03451 -3.17693 1.74429  -0.03
C -4.29431 -2.17240 2.63565  0.00
C -3.97309 -0.84609 2.28541  -0.08
H -3.86103 2.36174 3.47824  0.13
H -2.87386 3.89443 1.76380  0.12
H -1.84885 4.16807 -0.50014  0.10
H -1.57509 2.13971 -1.93300  0.10
H -3.23627 -3.63012 -0.23662  0.10
H -4.26287 -4.20547 1.98852  0.11
H -4.73920 -2.38980 3.59342  0.10
C 2.67796 6.95552 0.05230  -0.06
C 2.66163 5.59943 -0.60087  -0.28
C 1.47352 4.90905 -0.79120  -0.04
C 1.46489 3.63904 -1.35833  -0.07
C 2.65153 3.04964 -1.74981  -0.27
C 3.85089 3.73452 -1.57879  -0.06
C 3.85153 4.99375 -1.00833  -0.04
S 2.72502 1.39270 -2.42874  0.53
O 3.40861 1.53519 -3.69919  -0.33
O 3.42029 0.62347 -1.41988  -0.36
N 1.24411 0.87816 -2.51560  -0.15
C 0.41888 1.14815 -3.56962  -0.43
C 0.67939 2.00772 -4.66378  -0.02
C -0.28534 2.17114 -5.62986  -0.09
C -1.50024 1.49093 -5.54010  -0.09
C -1.67960 0.66435 -4.45044  -0.16
N -0.76600 0.50879 -3.49308  -0.01
H 1.69640 7.42755 0.00667  0.07
H 3.39754 7.61812 -0.43026  0.07
H 2.96007 6.87656 1.10490  0.08
H 0.53746 5.36737 -0.48931  0.10
H 0.53882 3.09674 -1.49222  0.08
H 4.77540 3.26839 -1.89522  0.12
H 4.78922 5.52210 -0.87413  0.11
H 1.63703 2.49911 -4.74066  0.09
H -0.08886 2.82768 -6.47001  0.10
H -2.26974 1.59047 -6.29277  0.09
H -2.58503 0.08233 -4.31971  0.10
C 4.64464 -0.88044 3.66685  -0.12
C 4.30932 -1.44701 2.29130  -0.72
C 4.47285 -2.96651 2.32141  -0.15
C 5.28361 -0.88497 1.25272  -0.14
Sb 2.29077 -1.01881 1.50083  1.60
C 0.98049 -2.16764 2.87437  -0.71
C 1.37716 -2.24552 4.34350  -0.12
C 0.92416 -3.58173 2.28772  -0.15
C -0.42413 -1.57782 2.74861  -0.14
C 1.96891 1.06171 2.17644  -0.69
C 3.18797 1.90432 1.79781  -0.12
C 1.67470 1.25917 3.65991  -0.11
C 0.78530 1.55121 1.34381  -0.14
H 5.66083 -1.18838 3.94973  0.08
H 3.96549 -1.23677 4.44192  0.06
H 4.62497 0.20932 3.67603  0.05
H 5.52278 -3.21727 2.52060  0.08
H 4.20158 -3.42470 1.36674  0.07
H 3.87171 -3.43081 3.10505  0.05
H 6.30929 -1.16623 1.52593  0.08
H 5.23983 0.20181 1.18689  0.06
H 5.07892 -1.27175 0.25247  0.07
H 2.32665 -2.76539 4.48072  0.06
H 0.61597 -2.81058 4.89929  0.08
H 1.46022 -1.26183 4.80663  0.06
H 1.89090 -4.08681 2.31740  0.06
H 0.58525 -3.56927 1.24867  0.07
H 0.21316 -4.19038 2.86186  0.08
H -0.51836 -0.59865 3.22102  0.06
H -1.14869 -2.24722 3.23141  0.08
H -0.71994 -1.48155 1.70003  0.04
H 4.03304 1.72029 2.46349  0.06
H 2.92747 2.96770 1.88761  0.08
H 3.50741 1.72972 0.77015  0.05
H 2.48588 0.89557 4.29288  0.06
H 0.75366 0.76883 3.97552  0.05
H 1.55567 2.33289 3.86193  0.08
H 0.96853 1.42326 0.27305  0.05
H 0.62073 2.62000 1.53393  0.08
H -0.13682 1.02174 1.59375  0.06
Br -6.10391 -6.01222 -7.64100  0.68
C -5.01614 -5.20792 -6.30061  -0.70
C -4.78190 -5.89374 -5.12098  -0.13
C -3.98724 -5.29991 -4.15121  -0.02
C -3.43737 -4.04085 -4.35431  -0.12
C -3.68699 -3.37584 -5.54813  -0.02
C -4.47748 -3.95382 -6.53122  -0.13
C -2.56924 -3.40209 -3.27722  -0.66
O -2.14370 -2.24173 -3.53666  -0.20
O -2.35498 -4.06142 -2.24529  -0.07
H -5.21194 -6.87397 -4.96669  0.09
H -3.77525 -5.80448 -3.21793  0.11
H -3.24507 -2.39896 -5.69323  0.11
H -4.67193 -3.44055 -7.46302  0.09